(1)
The following is a DFT calculation (ωB97M-V/def2-TZVPD) of a molecular structure, C4H8O2P in a non-equilibrium geometry.

Each line ends with the Löwdin charge.
Positions of all 15 atoms, in Å:
1 C -1.075 -0.806 -1.176  -0.348
2 C -0.307 0.467 -0.611  -0.244
3 C 0.838 0.221 0.333  -0.260
4 C 0.332 -0.489 1.680  -0.368
5 O 1.064 -3.133 1.508  -0.570
6 O -0.808 -1.987 -0.432  -0.450
7 P -0.167 -2.350 1.623  0.703
8 H -2.096 -0.490 -1.009  0.071
9 H 0.193 0.954 -1.504  0.088
10 H -1.133 1.251 -0.274  0.120
11 H 1.514 -0.469 -0.117  0.087
12 H 1.261 1.217 0.650  0.099
13 H 1.086 -0.417 2.389  0.010
14 H -0.521 -0.056 2.110  0.012
15 H -0.805 -0.996 -2.139  0.051

Summary:
2S+1: 1
HOMO-LUMO gap (Eh): 0.27759
Energy above the lowest of the compared OMol25 structures with the same formula, charge and spin (eV): 2.0600
Charge: -1
Highest occupied orbital energy (eV): -3.28
DFT total energy (eV): -17661.5110
LUMO level (hartree): 0.1571


(2)
The following is a DFT calculation (ωB97M-V/def2-TZVPD) of a single C4H8O2S molecule in a non-equilibrium geometry.

Each line ends with the Löwdin charge.
Positions of all 15 atoms, in Å:
1 C -1.404 -1.073 -0.027  -0.023
2 C -0.329 -0.039 -0.198  -0.336
3 C 1.055 -0.626 0.163  -0.417
4 S 2.461 0.170 -0.735  0.832
5 C -0.580 1.191 0.681  -0.508
6 O -1.496 1.373 1.355  0.186
7 O 0.374 2.176 0.575  0.131
8 H -1.354 -2.046 -0.801  0.180
9 H -1.466 -1.232 0.838  -0.043
10 H -2.275 -0.479 -0.044  0.080
11 H -0.199 0.356 -1.150  0.109
12 H 0.977 -1.634 -0.063  0.051
13 H 1.099 -0.283 1.162  0.078
14 H 2.074 0.148 -1.834  -0.267
15 H 1.062 1.996 0.078  -0.055

Summary:
2S+1: 1
HOMO-LUMO gap (Eh): 0.38730
Energy above the lowest of the compared OMol25 structures with the same formula, charge and spin (eV): 3.2875
Highest occupied orbital energy (eV): -9.92
DFT total energy (eV): -19205.1106
Structure (SMILES): C[C@H](CS)C(=O)O
LUMO level (hartree): 0.0227


(3)
The following is a DFT calculation (ωB97M-V/def2-TZVPD) of 2 unconnected molecules or ions with the total composition C4H8O2S in a non-equilibrium geometry.

Each line ends with the Löwdin charge.
Positions of all 15 atoms, in Å:
1 C -1.796 0.305 0.419  -0.360
2 C 0.208 -0.716 -0.361  -0.051
3 C -0.108 1.795 -0.517  0.018
4 C -0.379 0.522 0.316  -0.717
5 O -4.170 -0.336 -0.232  -0.549
6 O 0.255 0.567 1.573  -0.012
7 S -2.790 -0.597 -0.459  0.884
8 H -2.766 1.264 1.465  0.257
9 H 0.294 -0.731 -1.484  0.117
10 H -0.292 -1.605 -0.094  0.055
11 H 1.184 -0.752 -0.052  0.059
12 H 0.871 1.691 -0.824  0.074
13 H -0.823 1.914 -1.256  0.073
14 H -0.256 2.549 0.114  0.047
15 H -0.379 0.381 2.287  0.104

Summary:
2S+1: 1
HOMO-LUMO gap (Eh): 0.35130
Energy above the lowest of the compared OMol25 structures with the same formula, charge and spin (eV): 5.1094
Highest occupied orbital energy (eV): -9.62
DFT total energy (eV): -19203.2888
LUMO level (hartree): -0.0023


(4)
The following is a DFT calculation (ωB97M-V/def2-TZVPD) of 3 unconnected molecules or ions with the total composition C4H8O2S2 in a non-equilibrium geometry.

Each line ends with the Löwdin charge.
Positions of all 16 atoms, in Å:
1 C -2.360 -1.573 0.434  -0.085
2 C -1.875 0.875 -1.154  -0.700
3 O -3.112 0.997 -1.121  -0.126
4 O -1.174 0.120 -1.871  -0.152
5 C -1.102 -1.742 0.826  -0.106
6 S 1.582 0.754 1.740  0.077
7 S 2.171 -0.391 0.248  0.313
8 C 1.807 0.551 -1.219  -0.484
9 H -2.924 -0.755 0.859  0.048
10 H -2.889 -2.226 -0.242  0.051
11 H -1.268 1.537 -0.467  0.096
12 H -0.530 -0.866 1.109  -0.034
13 H -0.548 -2.670 0.936  0.038
14 H 0.726 0.672 -1.373  -0.002
15 H 2.285 1.530 -1.241  0.033
16 H 2.159 -0.019 -2.079  0.032

Summary:
2S+1: 2
HOMO-LUMO gap (spin up / spin down) (Eh): 0.26827 / 0.20826
Energy above the lowest of the compared OMol25 structures with the same formula, charge and spin (eV): 0.0827
Charge: -1
Highest occupied orbital energy (spin up / spin down) (eV): -4.32 / -4.31
DFT total energy (eV): -30042.7391
LUMO level (spin up / spin down) (hartree): 0.1097 / 0.0499


(5)
The following is a DFT calculation (ωB97M-V/def2-TZVPD) of 2 unconnected molecules or ions with the total composition C4H8O3 in a non-equilibrium geometry.

Each line ends with the Löwdin charge.
Positions of all 15 atoms, in Å:
1 O 2.393 0.236 0.338  0.019
2 C 1.308 -0.150 0.712  -0.295
3 C 0.022 0.200 0.010  -0.416
4 C -1.292 -0.403 0.482  -0.189
5 O -2.362 0.053 -0.305  -0.044
6 C 0.074 1.528 -0.607  -0.049
7 O 0.105 0.348 -1.401  0.003
8 H 1.172 -0.730 1.649  0.135
9 H -1.495 -0.100 1.515  0.135
10 H -1.226 -1.505 0.466  0.128
11 H -2.065 -0.017 -1.226  0.097
12 H 1.032 2.041 -0.563  0.125
13 H -0.835 2.117 -0.645  0.127
14 H 1.271 -2.000 -0.146  0.110
15 H 1.897 -1.618 -0.279  0.115

Summary:
2S+1: 1
HOMO-LUMO gap (Eh): 0.39380
Energy above the lowest of the compared OMol25 structures with the same formula, charge and spin (eV): 4.2989
Highest occupied orbital energy (eV): -10.13
DFT total energy (eV): -10416.7046
Structure (SMILES): O=C[C@@]1(CO)CO1.[H][H]
LUMO level (hartree): 0.0215


(6)
The following is a DFT calculation (ωB97M-V/def2-TZVPD) of 2 unconnected molecules or ions with the total composition C4H8O3 in a non-equilibrium geometry.

Each line ends with the Löwdin charge.
Positions of all 15 atoms, in Å:
1 C -2.162 -0.148 0.173  -0.109
2 O -0.919 0.535 0.326  -0.290
3 C -0.290 1.288 -1.724  0.049
4 O -1.105 0.754 -2.320  0.051
5 C 0.258 -0.216 0.659  -0.178
6 C 1.639 0.106 -0.012  -0.267
7 O 2.548 -0.637 0.798  -0.082
8 H -2.118 -0.974 -0.551  0.088
9 H -2.555 -0.528 1.126  0.091
10 H -2.897 0.571 -0.216  0.092
11 H 0.448 -0.043 1.720  0.124
12 H 0.085 -1.282 0.481  0.127
13 H 1.720 -0.235 -1.056  0.101
14 H 1.894 1.174 0.002  0.112
15 H 3.452 -0.364 0.592  0.091

Summary:
2S+1: 1
HOMO-LUMO gap (Eh): 0.39542
Energy above the lowest of the compared OMol25 structures with the same formula, charge and spin (eV): 2.7191
Highest occupied orbital energy (eV): -9.91
DFT total energy (eV): -10418.2844
LUMO level (hartree): 0.0313


(7)
The following is a DFT calculation (ωB97M-V/def2-TZVPD) of a single C4H8O3 molecule in a non-equilibrium geometry.

Each line ends with the Löwdin charge.
Positions of all 15 atoms, in Å:
1 C 0.719 -0.044 -2.435  -0.076
2 O -0.187 -0.349 -1.417  -0.182
3 C -0.708 0.679 -0.673  -0.306
4 O -0.982 1.746 -1.177  0.111
5 C 0.091 -0.391 0.610  -0.034
6 C -0.521 0.077 1.860  -0.344
7 O 0.042 -0.651 2.922  -0.051
8 H 1.412 0.759 -2.146  0.104
9 H 1.274 -0.968 -2.616  0.098
10 H 0.135 0.249 -3.293  0.087
11 H -0.041 -1.490 0.462  0.130
12 H 1.186 -0.222 0.529  0.128
13 H -0.336 1.156 1.918  0.124
14 H -1.602 -0.091 1.750  0.125
15 H -0.482 -0.461 3.704  0.087

Summary:
2S+1: 1
HOMO-LUMO gap (Eh): 0.37369
Energy above the lowest of the compared OMol25 structures with the same formula, charge and spin (eV): 4.2352
Highest occupied orbital energy (eV): -9.53
DFT total energy (eV): -10416.7683
Structure (SMILES): COC(=O)CCO
LUMO level (hartree): 0.0236


(8)
The following is a DFT calculation (ωB97M-V/def2-TZVPD) of a single C4H8O3 molecule.

Each line ends with the Löwdin charge.
Positions of all 15 atoms, in Å:
1 C -2.712 -0.247 -0.165  -0.063
2 O -1.662 0.361 0.574  -0.047
3 C -0.402 0.129 0.166  -0.425
4 O -0.295 -0.748 -0.851  0.080
5 C 0.648 0.729 0.747  -0.034
6 C 2.023 0.527 0.196  -0.241
7 O 2.252 -0.881 -0.021  -0.090
8 H -2.656 -1.339 -0.118  0.094
9 H -3.632 0.105 0.303  0.093
10 H -2.687 0.067 -1.214  0.095
11 H 0.633 -1.069 -0.834  0.099
12 H 0.482 1.371 1.601  0.108
13 H 2.148 1.046 -0.769  0.118
14 H 2.774 0.926 0.888  0.113
15 H 3.084 -0.977 -0.501  0.098

Summary:
2S+1: 1
HOMO-LUMO gap (Eh): 0.32223
Energy above the lowest of the compared OMol25 structures with the same formula, charge and spin (eV): 1.9833
Highest occupied orbital energy (eV): -8.05
DFT total energy (eV): -10419.0202
Structure (SMILES): CO/C(O)=C/CO
LUMO level (hartree): 0.0264